ORCA calculation (the ωB97M-V functional and the def2-TZVPD basis) on a molecular structure, C8H24Cu4O16S2.

Charge ... +4
2S+1 ... 5
HOMO-LUMO gap (spin up / spin down) ... 0.29456 / 0.10206 Eh
Highest occupied orbital energy (spin up / spin down) ... -19.81 / -19.79 eV
LUMO (spin up / spin down) ... -11.79 / -17.01 eV

Geometry (Å):
Cu -0.8755 1.5844 -10.3838
Cu -4.9092 -0.1931 -8.5347
Cu -3.0332 5.1215 -6.0638
Cu -5.2966 3.5653 -11.4636
S -3.4414 2.7603 -8.5266
O -3.4315 3.7488 -7.4293
O -2.1252 2.6950 -9.1411
O -3.7302 1.4085 -8.0447
O -4.4758 3.1368 -9.5282
S -3.7787 0.5685 -11.6775
O -3.8094 -0.5153 -12.7191
O -4.4172 1.8501 -12.0199
O -4.5812 0.0818 -10.5436
O -2.4059 0.6896 -11.3190
C -4.6542 -0.3299 -5.2382
C -3.5397 -1.1485 -4.5591
O -2.4115 -1.2520 -5.4564
O -5.0071 -1.0154 -6.5083
H -4.3900 0.7188 -5.3745
H -5.5893 -0.4859 -4.7004
H -3.9165 -2.1056 -4.1984
H -3.1675 -0.5862 -3.7028
H -1.7604 -1.8024 -5.0152
H -4.8682 -1.9371 -6.2788
C -7.5727 5.4349 -10.1585
C -6.3948 6.3063 -10.8445
O -6.1715 5.6594 -12.1371
O -7.0855 4.1526 -9.8566
H -8.4387 5.4005 -10.8196
H -7.9204 6.0549 -9.3322
H -5.5139 6.3701 -10.2057
H -6.8237 7.3069 -10.8982
H -6.1008 6.4310 -12.7038
H -7.5458 3.8255 -9.0802
C -0.3684 3.0887 -5.2208
C -1.3202 2.4879 -4.1056
O -1.6698 3.5221 -3.3038
O -0.8461 4.1221 -6.0805
H 0.0003 2.2965 -5.8725
H 0.4730 3.6234 -4.7801
H -0.7423 1.8326 -3.4539
H -1.9965 1.7937 -4.6045
H -0.8615 3.7425 -2.8349
H -0.0816 4.3549 -6.6124
C -3.0749 5.3727 -12.9016
C -2.9946 4.3092 -14.1183
O -4.2662 3.7194 -14.1942
O -3.4272 4.8310 -11.6087
H -3.8209 6.1001 -13.2218
H -2.0380 5.6815 -12.7684
H -2.3241 3.4754 -13.9106
H -2.6828 4.8127 -15.0334
H -4.0780 3.0794 -14.8845
H -2.7541 5.1429 -10.9994